{"formula": "C45H105N15O15", "method": "ωB97M-V with the def2-TZVPD basis set", "homo_energy_ev": -8.48, "e_above_lowest_ev": 7.4662, "multiplicity": 1, "symbols": ["C", "C", "O", "N", "C", "H", "H", "H", "H", "H", "H", "H", "C", "C", "O", "N", "C", "H", "H", "H", "H", "H", "H", "H", "C", "C", "O", "N", "C", "H", "H", "H", "H", "H", "H", "H", "C", "C", "O", "N", "C", "H", "H", "H", "H", "H", "H", "H", "C", "C", "O", "N", "C", "H", "H", "H", "H", "H", "H", "H", "C", "C", "O", "N", "C", "H", "H", "H", "H", "H", "H", "H", "C", "C", "O", "N", "C", "H", "H", "H", "H", "H", "H", "H", "C", "C", "O", "N", "C", "H", "H", "H", "H", "H", "H", "H", "C", "C", "O", "N", "C", "H", "H", "H", "H", "H", "H", "H", "C", "C", "O", "N", "C", "H", "H", "H", "H", "H", "H", "H", "C", "C", "O", "N", "C", "H", "H", "H", "H", "H", "H", "H", "C", "C", "O", "N", "C", "H", "H", "H", "H", "H", "H", "H", "C", "C", "O", "N", "C", "H", "H", "H", "H", "H", "H", "H", "C", "C", "O", "N", "C", "H", "H", "H", "H", "H", "H", "H", "C", "C", "O", "N", "C", "H", "H", "H", "H", "H", "H", "H"], "coordinates": [[2.416219, 3.354262, -1.637901], [3.279276, 4.593166, -1.888134], [2.698806, 5.534346, -2.452905], [4.512067, 4.649179, -1.527881], [5.435529, 5.703656, -1.978337], [2.484093, 2.767565, -2.554028], [1.380056, 3.676030, -1.533394], [2.717812, 2.916530, -0.686312], [4.894320, 3.963646, -0.892253], [4.993178, 6.085823, -2.898317], [6.434080, 5.301235, -2.148763], [5.521663, 6.577911, -1.333075], [-2.294517, -1.938845, 6.260297], [-1.755577, -1.808497, 4.869862], [-1.373311, -2.843281, 4.315778], [-1.806870, -0.608460, 4.261376], [-1.572713, -0.532304, 2.831969], [-1.679902, -2.480991, 6.978915], [-3.267279, -2.423547, 6.177268], [-2.560667, -0.994969, 6.736070], [-2.138628, 0.162748, 4.822872], [-2.457093, -0.692134, 2.215176], [-0.789368, -1.182668, 2.442731], [-1.111993, 0.423755, 2.583418], [1.652927, 1.003644, -7.885541], [1.972142, 0.115484, -6.710503], [3.094345, -0.398041, -6.745509], [1.047853, -0.037155, -5.825140], [1.093465, -0.740994, -4.606052], [2.409260, 1.785053, -7.811741], [0.633281, 1.380717, -7.806552], [1.705117, 0.389908, -8.784814], [0.125987, 0.242267, -6.128743], [0.794748, -0.197187, -3.709867], [2.122296, -0.946216, -4.310270], [0.414815, -1.586372, -4.719495], [1.242526, -3.303359, 1.643670], [1.868752, -4.716940, 1.997381], [1.529940, -5.636084, 1.311496], [2.794371, -4.703569, 2.961287], [3.672935, -5.745972, 3.339304], [1.994193, -2.817701, 1.021398], [0.908950, -2.704287, 2.490977], [0.459550, -3.334048, 0.885957], [2.881080, -3.755338, 3.298088], [3.357221, -6.739064, 3.019646], [3.951492, -5.703863, 4.392273], [4.589892, -5.498821, 2.804321], [4.012854, 3.392172, 2.627600], [3.510547, 4.102242, 3.871336], [2.310829, 4.200604, 3.935537], [4.334128, 4.474404, 4.824221], [4.015984, 5.280436, 5.982323], [3.505878, 2.453230, 2.405184], [5.073776, 3.142532, 2.642253], [3.967055, 4.003017, 1.726004], [5.268400, 4.090705, 4.827770], [4.836866, 5.979330, 6.142991], [3.806346, 4.539055, 6.753364], [3.099262, 5.832116, 5.774061], [1.686283, -4.597888, -2.062453], [2.348046, -3.202594, -2.140043], [1.570908, -2.296874, -1.939309], [3.657495, -3.085250, -2.412506], [4.604136, -4.137983, -2.581345], [1.763141, -5.266908, -2.919551], [0.623563, -4.382580, -2.173636], [1.809880, -5.119722, -1.113497], [3.821750, -2.118961, -2.656254], [4.426017, -5.081293, -2.065077], [5.510005, -3.689807, -2.173136], [4.818218, -4.365919, -3.625523], [-4.838008, 1.425273, -1.071759], [-4.829428, 2.883857, -0.729940], [-5.941209, 3.313115, -0.578745], [-3.744112, 3.687213, -0.795240], [-3.713809, 5.157703, -0.912256], [-5.595212, 1.026552, -0.396657], [-3.902505, 0.867301, -1.111708], [-5.109145, 1.353270, -2.125037], [-2.908464, 3.132358, -0.913211], [-3.506626, 5.761250, -0.028572], [-4.718477, 5.430746, -1.235044], [-2.856084, 5.255162, -1.577766], [-2.628044, -1.842196, -5.257107], [-3.936503, -1.465847, -4.642251], [-3.907185, -1.252173, -3.438255], [-4.993555, -1.437516, -5.443014], [-6.350510, -1.576747, -4.890589], [-1.759192, -1.594430, -4.647352], [-2.290894, -1.467041, -6.223375], [-2.738353, -2.917777, -5.395135], [-4.776233, -1.519469, -6.425952], [-7.029697, -1.058113, -5.567214], [-6.484966, -1.144461, -3.899044], [-6.748329, -2.590881, -4.927832], [-2.595460, 2.991160, -7.191961], [-2.069075, 2.039407, -6.016672], [-1.480472, 1.033560, -6.352979], [-2.422013, 2.410295, -4.795043], [-2.082583, 1.749232, -3.497508], [-3.606287, 2.740662, -7.513803], [-1.928911, 3.018129, -8.053985], [-2.689827, 4.012755, -6.823815], [-3.079006, 3.167246, -4.670653], [-2.830389, 1.596751, -2.719278], [-1.266937, 2.347587, -3.091574], [-1.778317, 0.717918, -3.676202], [-5.155895, -2.116211, 1.321395], [-6.367028, -1.398374, 0.713011], [-6.376391, -1.151387, -0.498200], [-7.479893, -1.235610, 1.484521], [-8.728030, -0.588291, 1.057305], [-4.296749, -1.629166, 0.860144], [-5.341711, -3.158287, 1.061292], [-5.287923, -1.990929, 2.396090], [-7.590851, -1.815588, 2.303917], [-9.530256, -1.305811, 0.884980], [-8.545668, 0.041586, 0.186609], [-8.979885, 0.076117, 1.883877], [4.703322, -0.222123, -1.623654], [5.284885, 0.733539, -0.523270], [5.089457, 1.965431, -0.492407], [5.926881, 0.227522, 0.480822], [6.087795, -1.199373, 0.709995], [3.966184, -0.842502, -1.113880], [5.438313, -0.735077, -2.243952], [4.164267, 0.468748, -2.271906], [6.537277, 0.791612, 1.054692], [7.085855, -1.548662, 0.974516], [5.635765, -1.868039, -0.022573], [5.403103, -1.415577, 1.530083], [-4.159650, -4.711685, 4.097262], [-3.813430, -5.071168, 2.642674], [-4.739488, -5.632931, 2.108916], [-2.615864, -4.750995, 2.179901], [-2.134584, -4.864688, 0.819376], [-3.271310, -4.705726, 4.728857], [-4.919803, -5.381394, 4.499449], [-4.456260, -3.666243, 4.012595], [-2.296713, -3.933494, 2.679833], [-2.779835, -5.435409, 0.151533], [-1.315427, -5.583632, 0.834132], [-1.877405, -3.850873, 0.512571], [-1.097657, 3.078122, 4.856758], [-1.472373, 3.758112, 3.582112], [-2.666094, 4.284352, 3.454223], [-0.498704, 3.896384, 2.656285], [-0.520899, 4.689105, 1.460662], [-0.492221, 2.188059, 4.685482], [-1.974246, 2.653603, 5.346125], [-0.511361, 3.801582, 5.423295], [0.387658, 3.467032, 2.880163], [-1.181720, 5.542375, 1.613394], [-0.942865, 3.980639, 0.747838], [0.489998, 5.013797, 1.214159], [2.068616, 0.170027, 4.605625], [3.261391, -0.555716, 4.044351], [3.111284, -1.272502, 3.052482], [4.465673, -0.184427, 4.596979], [5.783007, -0.796431, 4.324282], [1.950714, 1.207682, 4.293402], [2.169195, 0.184261, 5.690877], [1.219242, -0.381668, 4.202754], [4.465301, 0.548207, 5.292200], [6.503268, -0.533503, 5.098999], [6.112851, -0.419728, 3.356089], [5.715584, -1.876015, 4.189908], [-1.439432, -0.975855, -1.409316], [-0.619427, -0.020803, -0.623973], [-1.204896, 1.000673, -0.329338], [0.619391, -0.330753, -0.285373], [1.261131, 0.427473, 0.743430], [-0.787003, -1.715950, -1.872679], [-2.185924, -0.557851, -2.084683], [-2.107525, -1.444264, -0.686586], [0.949822, -1.118419, -0.824359], [2.349299, 0.478938, 0.706998], [1.046565, -0.111067, 1.666495], [0.987431, 1.477088, 0.850639]], "forces_ev_per_a": [[0.51, 0.90, 0.56], [-4.85, 1.01, -1.32], [0.75, -0.19, -0.13], [4.14, 0.26, 1.44], [-0.86, 0.00, -0.38], [0.16, -0.58, 0.43], [0.13, 0.17, -0.11], [0.08, -0.83, -0.43], [-0.18, -0.38, -0.41], [0.30, -0.04, -0.13], [-0.17, -0.15, -0.03], [-0.18, -0.20, 0.42], [-0.77, 0.91, 0.84], [0.17, -1.49, 0.13], [0.00, 0.72, -0.26], [0.21, -0.74, 0.04], [0.72, 1.05, -0.65], [0.14, -0.18, -0.51], [0.11, -0.42, -0.08], [0.26, 0.34, -0.07], [0.01, 0.08, -0.55], [-0.14, 0.11, 0.20], [-0.20, -0.68, 0.70], [-0.61, 0.43, 0.04], [-0.87, -0.19, 0.45], [2.96, -0.24, -2.81], [-0.04, -0.18, 1.15], [-2.24, 0.74, 1.13], [0.45, -0.64, 1.07], [-0.20, 0.08, -0.58], [0.09, 0.41, -0.13], [0.40, 0.30, -0.06], [-0.14, 0.42, 0.29], [-0.67, 0.61, -0.29], [0.00, -0.82, -0.63], [0.55, -0.54, 0.55], [0.66, -0.66, -0.25], [-1.60, 2.54, -0.92], [0.06, -2.26, -0.73], [-1.58, 1.48, 0.39], [1.58, 0.05, -0.41], [0.50, 0.55, 0.61], [0.36, 0.01, -0.05], [-0.42, -0.87, 0.46], [0.62, -0.21, 0.48], [-0.32, 0.27, 0.17], [-0.48, -0.18, 0.08], [0.56, -0.64, -0.02], [1.71, -0.21, -0.31], [-0.67, -1.88, -2.06], [-2.03, 0.91, 0.62], [2.35, 0.44, 0.43], [-0.80, -0.60, -0.50], [-0.37, 0.19, 0.31], [0.26, -0.09, 0.34], [-0.52, 0.32, 0.18], [-0.11, 0.23, -0.42], [-0.13, -0.24, 0.47], [0.19, 0.73, 0.77], [0.07, -0.02, 0.06], [-0.68, 0.18, -0.51], [-1.00, -3.56, 0.04], [0.37, 1.91, -0.15], [-2.14, 0.71, 0.17], [1.51, 0.37, -0.38], [1.16, -0.09, 0.02], [-0.08, 0.29, 0.59], [0.27, -0.01, -0.03], [0.92, -0.27, -0.10], [-0.55, 0.42, 0.20], [0.45, -0.55, 0.01], [-0.19, -0.02, -0.14], [1.24, -0.30, -0.13], [-0.17, 0.25, -0.85], [-1.85, 1.69, 0.69], [0.81, -0.98, 0.57], [0.06, -1.49, -0.01], [0.31, -0.44, -0.58], [0.18, -0.01, 0.89], [-0.78, 0.06, 0.07], [0.38, 0.54, 0.09], [0.04, -0.59, 0.49], [0.34, 0.30, -0.62], [-0.50, 0.99, -0.49], [1.03, -0.52, -1.07], [2.30, 0.90, 1.12], [-1.14, -0.05, 0.08], [-1.22, -0.25, 0.34], [-0.63, 0.50, -1.30], [-0.50, -0.27, 0.56], [-0.86, 0.34, -0.34], [0.51, -0.28, 0.15], [-0.56, -0.18, 0.16], [0.00, 0.36, 0.06], [0.56, -0.13, -0.09], [0.54, -0.31, 0.35], [0.20, 0.17, 1.49], [-1.53, 1.26, -2.75], [0.65, -0.82, 0.47], [-1.03, -0.15, 2.37], [1.05, -0.29, -0.94], [0.10, -0.49, 0.04], [0.05, -0.39, 0.25], [0.15, 0.13, 0.06], [0.28, 0.09, -0.50], [-0.64, 0.78, -0.67], [0.12, -0.39, 0.32], [0.43, 0.24, -0.34], [-2.03, 0.95, 0.09], [-0.47, -0.99, -2.18], [0.02, 0.33, 1.35], [-0.21, -0.05, 0.22], [0.86, 0.25, 0.39], [0.17, -0.49, 0.31], [0.67, -0.10, -0.07], [0.84, -0.11, 0.16], [0.44, 0.24, 0.02], [0.06, 0.03, -0.15], [0.02, -0.32, -0.04], [-0.44, 0.02, -0.11], [-0.17, 2.17, 0.94], [-1.45, 2.46, -1.71], [0.01, -1.08, -0.98], [2.48, -3.00, 1.36], [-1.29, -0.76, 0.98], [0.17, -0.30, -0.26], [0.12, -0.21, 0.49], [-0.10, -0.13, -0.08], [-0.58, 0.48, -0.18], [0.07, 0.37, -0.23], [0.50, 0.52, -0.67], [0.30, -0.29, 0.56], [1.66, 0.72, -0.23], [-2.22, -0.78, 2.33], [-0.31, -0.98, -2.21], [0.30, 0.92, 0.02], [0.14, -1.08, 0.21], [0.02, -0.07, 0.16], [0.02, 0.32, -0.34], [-0.55, 0.06, 0.45], [0.87, -0.18, 0.24], [-0.87, 0.84, 0.09], [0.84, 0.71, 0.03], [0.15, -0.42, -0.67], [0.18, -0.93, -0.25], [-4.38, 2.57, -1.26], [4.57, -1.95, 0.23], [0.44, -0.59, 1.78], [-0.89, -0.54, 0.03], [0.55, 0.10, -0.22], [-0.12, 0.81, 0.25], [-0.24, -0.22, 0.43], [-0.01, 0.20, 0.18], [0.02, -0.05, -0.18], [0.10, 0.68, -0.92], [-0.13, -0.10, -0.08], [0.00, -0.32, 0.26], [0.40, 1.30, -1.34], [1.04, -0.18, 1.15], [0.25, -0.85, 0.26], [-0.88, 0.42, -0.90], [0.42, 0.07, -0.28], [-0.60, -0.14, 0.09], [-0.24, 0.07, 0.59], [-0.28, -0.29, -0.07], [-0.23, -0.07, -0.03], [0.39, 0.08, 0.10], [-0.16, 0.00, 0.36], [0.24, -1.31, -0.14], [-2.05, 0.53, -1.24], [-0.17, 2.04, 1.30], [-0.14, 0.36, -0.57], [1.09, -0.37, 1.17], [-0.46, -0.32, -0.25], [0.64, 0.27, -0.14], [0.17, -0.50, 0.22], [1.03, -0.11, 0.53], [0.15, -0.47, -0.56], [0.13, 0.41, 0.45], [-0.74, -0.21, -0.48]]}